Density functional theory data (ωB97M-V with the def2-TZVPD basis set) for 2 unconnected molecules or ions with the total composition C2H5FO2 in a non-equilibrium geometry.

The geometry in XYZ format:
```
10
Properties=species:S:1:pos:R:3:forces:R:3
C 1.065 -0.131 -0.960 0.5 -1.9 2.4
C -1.030 0.591 -1.278 0.0 -1.2 -0.2
O -1.597 -0.081 1.567 -0.5 0.1 -1.9
O -0.269 -0.505 -1.258 -2.9 2.3 -1.2
F -2.308 0.211 -1.486 1.2 -0.3 0.1
H 0.997 -0.162 0.183 1.4 -0.5 -1.5
H 1.353 0.849 -1.196 -0.2 1.4 -0.8
H 1.670 -0.854 -1.539 0.1 0.3 1.1
H -1.854 -0.888 1.004 0.5 2.3 1.0
H -1.712 0.772 1.019 0.1 -2.3 1.0
```
Positions in Å, forces in eV/Å.

The energy above the lowest of the compared OMol25 structures with the same formula, charge and spin comes out at 306.02 kJ/mol. Its spin multiplicity is 1. The energy is -8964.6793 eV.

List of Löwdin charges in e, atom by atom: -0.09 -0.09 -0.13 -0.11 0.01 0.12 0.06 0.11 0.07 0.05

---

Density functional theory data (ωB97M-V with the def2-TZVPD basis set) for a molecular structure, C53H49BrLaN5O6P2S2 in a non-equilibrium geometry.

The geometry in XYZ format:
```
119
Properties=species:S:1:pos:R:3:forces:R:3
La 1.294 1.104 0.083 0.2 -0.3 0.5
C 1.964 -2.783 -0.874 0.0 -0.1 -0.1
P 0.612 -3.528 0.157 0.0 0.1 0.1
C 0.646 -5.272 -0.427 0.0 0.0 0.0
C -0.171 -5.589 -1.512 0.0 0.0 -0.1
C -0.162 -6.863 -2.065 0.0 0.0 0.0
C 0.657 -7.847 -1.527 0.0 0.0 0.0
C 1.470 -7.544 -0.442 0.0 0.0 0.0
C 1.469 -6.266 0.099 0.0 0.0 0.1
C 1.365 -3.675 1.827 0.0 -0.1 0.0
C 0.494 -3.842 2.905 0.0 0.0 0.0
C 0.969 -3.926 4.205 0.0 0.0 0.0
C 2.333 -3.840 4.446 0.0 0.0 0.0
C 3.209 -3.655 3.385 0.0 0.0 0.0
C 2.730 -3.565 2.086 0.0 0.0 0.0
C 1.397 -1.968 -1.991 0.1 0.0 0.0
C 1.207 -2.417 -3.283 -0.1 0.0 0.0
C 0.585 -1.356 -3.984 0.1 0.0 0.0
C 0.455 -0.323 -3.081 -0.2 -0.1 0.1
C -0.347 0.924 -3.295 0.0 -0.1 0.1
P -1.902 0.739 -2.291 -0.2 0.0 -0.2
C -2.683 -0.616 -3.262 0.0 0.0 0.1
C -2.992 -0.549 -4.620 0.0 0.0 0.0
C -3.490 -1.654 -5.291 0.0 0.0 0.0
C -3.681 -2.853 -4.613 0.0 0.0 0.0
C -3.378 -2.935 -3.263 0.0 0.0 0.0
C -2.886 -1.820 -2.594 0.0 0.0 0.0
C -2.831 2.223 -2.857 0.1 0.0 0.0
C -2.192 3.461 -2.732 0.0 0.0 0.0
C -2.851 4.642 -3.033 0.0 0.0 0.0
C -4.174 4.613 -3.458 0.0 0.0 0.0
C -4.827 3.393 -3.571 0.0 0.0 0.0
C -4.162 2.210 -3.272 0.0 0.0 0.0
N 0.939 -0.679 -1.837 0.0 -0.1 -0.3
H 2.568 -2.177 -0.204 0.0 0.0 0.0
H 2.583 -3.583 -1.284 0.0 0.0 0.0
H -0.807 -4.819 -1.935 0.0 0.0 0.0
H -0.796 -7.087 -2.914 0.0 0.0 0.0
H 0.663 -8.844 -1.951 0.0 0.0 0.0
H 2.113 -8.305 -0.017 0.0 0.0 0.0
H 2.109 -6.040 0.944 0.0 0.0 0.0
H -0.575 -3.884 2.720 0.0 0.0 0.0
H 0.273 -4.030 5.028 0.0 0.0 0.0
H 2.709 -3.886 5.462 0.0 0.0 0.0
H 4.275 -3.554 3.558 0.0 0.0 0.0
H 3.433 -3.360 1.290 0.0 0.0 0.0
H 1.487 -3.391 -3.661 0.0 0.0 0.0
H 0.253 -1.343 -5.013 0.0 0.0 0.0
H 0.168 1.833 -2.981 0.0 0.0 0.0
H -0.595 1.035 -4.353 0.0 0.0 0.0
H -2.835 0.380 -5.159 0.0 0.0 0.0
H -3.720 -1.586 -6.348 0.0 0.0 0.0
H -4.060 -3.720 -5.140 0.0 0.0 0.0
H -3.516 -3.868 -2.728 0.0 0.0 0.0
H -2.630 -1.883 -1.541 0.0 0.0 0.0
H -1.170 3.506 -2.370 0.0 0.0 0.0
H -2.327 5.584 -2.919 0.0 0.0 0.0
H -4.694 5.535 -3.690 0.0 0.0 0.0
H -5.862 3.360 -3.890 0.0 0.0 0.0
H -4.690 1.267 -3.356 0.0 0.0 0.0
O 4.924 -1.198 1.427 0.0 0.0 -0.1
C 4.120 -0.353 1.043 0.0 0.1 0.0
O 2.867 -0.540 0.859 0.2 -0.2 -0.2
C 4.574 1.136 0.798 -0.1 0.0 0.0
O 5.765 1.421 0.870 0.0 0.0 0.0
O 3.601 1.947 0.603 0.1 -0.2 0.0
C -3.369 3.309 0.745 0.0 0.0 0.0
O -3.246 1.903 0.887 0.1 0.0 0.2
C -1.954 1.472 1.054 -0.3 -0.2 -1.2
O -1.027 2.038 0.417 0.0 0.0 0.6
N -1.990 0.070 1.114 0.0 0.0 0.1
N -0.708 -0.506 1.249 0.0 0.0 0.1
H -4.425 3.501 0.556 0.0 0.0 0.0
H -2.772 3.674 -0.091 0.0 0.0 0.0
H -3.051 3.802 1.667 0.0 0.0 0.0
H -2.662 -0.261 1.798 0.0 0.0 0.0
H -0.737 -1.424 0.814 0.1 0.0 0.0
H -0.448 -0.606 2.232 -0.1 0.0 0.0
Br 1.124 3.952 1.704 -0.1 0.1 0.0
C 0.661 4.968 0.157 0.0 0.0 0.0
C -0.013 6.133 0.380 0.0 0.0 -0.1
C -0.262 7.007 -0.701 0.0 0.0 0.1
C 0.227 6.711 -1.939 0.0 0.0 0.0
C 0.934 5.503 -2.173 0.0 0.0 0.0
C 1.496 5.226 -3.444 0.0 0.0 0.0
C 2.186 4.065 -3.639 0.0 -0.1 0.0
C 2.254 3.093 -2.614 0.0 0.0 0.0
C 1.690 3.255 -1.363 -0.1 0.4 -0.1
C 1.105 4.545 -1.132 0.0 0.0 0.0
H -0.333 6.389 1.380 0.0 0.0 0.0
H -0.811 7.926 -0.527 0.0 0.0 0.0
H 0.089 7.400 -2.766 0.0 0.0 0.0
H 1.379 5.954 -4.240 0.0 0.0 0.0
H 2.646 3.865 -4.602 0.0 0.0 0.0
H 2.751 2.154 -2.862 0.0 0.0 0.0
S 1.640 0.493 3.582 0.0 0.3 0.0
C 3.257 0.796 3.860 0.1 -0.1 0.0
N 3.930 1.925 3.555 0.0 -0.1 -0.1
C 5.358 1.795 3.843 0.0 0.0 0.0
C 5.502 0.297 4.151 0.0 0.0 0.0
N 4.118 -0.072 4.463 0.0 -0.1 0.0
H 3.617 2.458 2.753 -0.1 0.1 0.0
H 5.623 2.414 4.705 0.0 0.0 0.0
H 5.946 2.088 2.976 0.0 0.0 0.0
H 6.157 0.114 5.003 0.0 0.0 0.0
H 5.853 -0.252 3.274 0.0 0.0 0.0
H 3.836 -1.038 4.394 0.0 0.0 0.0
S -1.594 2.054 3.274 0.0 0.0 0.3
C -2.448 0.746 4.079 0.1 0.1 0.0
C -3.813 0.494 3.873 0.0 0.0 0.0
C -4.449 -0.574 4.491 0.0 0.0 0.0
C -3.749 -1.418 5.345 0.0 0.0 0.0
C -2.397 -1.179 5.564 0.0 0.0 0.0
C -1.755 -0.121 4.938 0.0 0.0 0.0
H -4.364 1.149 3.210 0.0 0.0 0.0
H -5.503 -0.747 4.305 0.0 0.0 0.0
H -4.247 -2.251 5.826 0.0 0.0 0.0
H -1.831 -1.832 6.219 0.0 0.0 0.0
H -0.694 0.044 5.089 0.0 0.0 0.0
```
Positions in Å, forces in eV/Å.

The energy above the lowest of the compared OMol25 structures with the same formula, charge and spin comes out at 0.00 kJ/mol. As for the net charge: -2. Its spin multiplicity is 1. The energy is -186649.7293 eV.

Atom charges from the Löwdin analysis, given in e for atoms 1 to 99: 1.88 -0.28 1.09 -0.36 -0.11 -0.10 -0.12 -0.10 -0.09 -0.38 -0.12 -0.10 -0.11 -0.09 -0.09 -0.43 -0.10 -0.10 -0.44 -0.29 1.13 -0.37 -0.11 -0.10 -0.11 -0.10 -0.09 -0.35 -0.09 -0.08 -0.11 -0.11 -0.10 -0.05 0.03 0.09 0.09 0.09 0.09 0.09 0.10 0.10 0.09 0.09 0.10 0.10 0.08 0.08 0.03 0.09 0.11 0.09 0.09 0.09 0.09 0.09 0.09 0.09 0.09 0.10 0.02 -0.58 -0.30 -0.60 0.02 -0.24 -0.08 -0.13 -0.81 -0.30 -0.03 -0.02 0.09 0.07 0.06 0.11 0.01 0.03 0.82 -0.56 -0.15 -0.11 -0.08 -0.20 -0.07 -0.10 -0.17 -0.24 -0.25 0.09 0.09 0.10 0.10 0.09 0.09 0.65 -0.85 0.04 -0.14

---

Density functional theory data (ωB97M-V with the def2-TZVPD basis set) for a gas-phase ion, C3H5F3P (charge +1) in a non-equilibrium geometry.

The geometry in XYZ format:
```
12
Properties=species:S:1:pos:R:3:forces:R:3
C -0.077 0.813 0.231 1.7 0.3 1.1
C -0.180 -0.447 -0.070 -0.5 -4.5 -0.7
C -1.143 1.750 0.362 -0.7 1.5 -1.6
F 0.505 -3.082 -0.508 0.3 1.4 1.0
F 2.000 -1.690 -1.606 -1.0 0.8 1.4
F 2.202 -1.697 0.779 -1.1 -0.1 -0.7
P 1.122 -1.677 -0.318 0.4 -0.3 -1.2
H 0.924 1.069 0.321 1.8 1.6 0.2
H -1.147 -0.951 -0.059 0.1 -0.1 -0.4
H -0.959 2.209 -0.728 -1.1 -0.1 2.2
H -1.182 2.510 1.175 0.8 -0.5 -0.8
H -2.064 1.194 0.421 -0.6 0.1 -0.4
```
Positions in Å, forces in eV/Å.

The energy above the lowest of the compared OMol25 structures with the same formula, charge and spin comes out at 30.72 kJ/mol. As for the net charge: +1. Its spin multiplicity is 1. The energy is -20627.2313 eV.

List of Löwdin charges in e, atom by atom: -0.21 -0.14 -0.03 -0.01 -0.03 0.00 0.81 0.11 0.11 0.18 0.12 0.09

---

Density functional theory data (ωB97M-V with the def2-TZVPD basis set) for 2 unconnected molecules or ions with the total composition C4H12Si2 in a non-equilibrium geometry.

The geometry in XYZ format:
```
18
Properties=species:S:1:pos:R:3:forces:R:3
C 4.208 0.343 -0.253 0.5 0.4 0.2
C 3.176 -0.395 -0.546 -2.5 0.2 1.1
C -2.426 1.455 -0.127 0.4 -0.3 0.0
C -2.242 -1.614 0.034 0.5 0.2 0.0
Si 0.602 0.129 0.943 2.8 -0.6 -1.1
Si -1.261 -0.036 -0.393 -1.6 -0.1 -0.1
H 5.181 0.239 -0.736 -0.1 -0.2 -0.1
H 4.164 1.114 0.501 0.0 0.1 0.1
H 3.088 -1.187 -1.266 0.0 -0.2 -0.2
H -1.885 2.390 -0.238 0.1 0.2 0.0
H -3.245 1.466 -0.844 0.0 -0.2 -0.1
H -2.869 1.445 0.867 0.0 -0.1 0.1
H -2.409 -1.704 1.106 0.0 0.1 0.1
H -3.216 -1.630 -0.451 -0.1 0.1 -0.1
H -1.704 -2.505 -0.283 0.1 -0.1 0.0
H 0.755 -0.851 2.023 -0.2 -0.2 0.1
H 0.999 1.427 1.485 -0.1 0.4 0.0
H -0.916 -0.084 -1.824 0.2 0.0 -0.1
```
Positions in Å, forces in eV/Å.

The energy above the lowest of the compared OMol25 structures with the same formula, charge and spin comes out at 293.21 kJ/mol. Its spin multiplicity is 1. The energy is -20093.7903 eV.

List of Löwdin charges in e, atom by atom: -0.18 -0.11 -0.27 -0.27 0.63 0.37 0.04 0.03 -0.01 0.01 0.02 0.02 0.02 0.02 0.02 -0.15 -0.15 -0.05